Entry 1:
# C19H30N2O2S

A single C19H30N2O2S molecule at a distorted geometry (ωB97M-V/def2-TZVPD, the OMol25 dataset).

```
54
Properties=species:S:1:pos:R:3:lowdin_charge:R:1
C 3.238 -4.879 1.456 -0.045
C 3.243 -3.484 0.825 -0.409
C 4.142 -3.462 -0.418 -0.051
N 1.863 -3.035 0.608 -0.131
C 1.251 -3.637 -0.566 -0.161
C -0.231 -3.302 -0.631 -0.172
N -0.350 -1.870 -0.799 -0.159
C -1.722 -1.446 -1.034 -0.216
C -1.763 -0.009 -1.432 -0.529
C -1.160 0.576 -2.505 -0.117
C -1.372 1.965 -2.576 -0.106
C -2.142 2.440 -1.549 -0.542
C -2.548 3.756 -1.315 -0.035
C -2.884 4.886 -1.061 0.055
C -3.345 6.256 -0.845 -0.636
C -2.140 7.182 -0.660 -0.020
C -4.252 6.279 0.396 -0.023
O -4.047 6.728 -1.988 -0.009
S -2.613 1.153 -0.471 1.098
C 0.212 -1.218 0.369 -0.142
C 1.688 -1.581 0.595 -0.276
C 2.125 -0.920 1.920 -0.118
C 1.794 -1.744 3.185 -0.258
O 0.666 -2.566 3.068 -0.091
H 2.578 -4.899 2.320 0.077
H 4.242 -5.138 1.780 0.080
H 2.905 -5.634 0.749 0.070
H 3.683 -2.799 1.553 0.119
H 3.862 -4.240 -1.124 0.075
H 4.087 -2.497 -0.918 0.074
H 5.173 -3.631 -0.118 0.080
H 1.378 -4.718 -0.508 0.120
H 1.711 -3.270 -1.497 0.127
H -0.678 -3.802 -1.494 0.124
H -0.741 -3.654 0.284 0.134
H -2.119 -2.060 -1.850 0.129
H -2.360 -1.602 -0.145 0.120
H -0.577 0.020 -3.216 0.115
H -0.980 2.600 -3.351 0.116
H -2.491 8.199 -0.503 0.086
H -1.525 7.160 -1.555 0.090
H -1.546 6.864 0.193 0.090
H -4.626 7.288 0.552 0.087
H -5.098 5.606 0.260 0.086
H -3.696 5.962 1.274 0.089
H -4.786 6.137 -2.167 0.101
H 0.152 -0.138 0.214 0.123
H -0.365 -1.471 1.274 0.133
H 2.267 -1.130 -0.232 0.149
H 3.197 -0.716 1.913 0.109
H 1.619 0.045 1.975 0.112
H 2.665 -2.357 3.462 0.105
H 1.591 -1.066 4.018 0.117
H 0.824 -3.124 2.284 0.056
```

Values from the calculation:
energy above the lowest of the compared OMol25 structures with the same formula, charge and spin: 85.3 kcal per mole
F_max: 1.15 eV/Å
structure (SMILES): CC(C)N1CCN(Cc2ccc(C#CC(C)(C)O)s2)C[C@H]1CCO

=====

Entry 2:
# C28H39KN4O6

A molecular structure, C28H39KN4O6 at a distorted geometry (ωB97M-V/def2-TZVPD, the OMol25 dataset).

```
78
Properties=species:S:1:pos:R:3:lowdin_charge:R:1
K -0.480 0.424 -0.599 0.777
C -2.086 0.336 2.212 -0.202
C -1.659 1.595 2.910 -0.062
O -0.111 2.471 1.160 -0.176
C 1.149 3.091 0.794 -0.160
C 0.906 3.676 -0.599 -0.137
O 0.823 2.615 -1.585 -0.215
C 2.083 2.086 -1.923 -0.190
C 1.876 1.342 -3.260 -0.135
O 0.964 0.237 -3.034 -0.214
C 0.750 -0.610 -4.142 -0.178
C -0.526 -0.333 -4.945 -0.205
O -1.710 -0.612 -4.255 -0.113
C -2.407 0.602 -3.977 -0.202
C -3.586 0.379 -3.105 -0.223
O -3.095 0.269 -1.794 -0.200
C -4.157 0.239 -0.792 -0.146
C -3.560 -0.325 0.463 -0.208
O -2.706 0.691 0.980 -0.219
H -2.867 -0.160 2.774 0.119
H -1.290 -0.427 2.024 0.120
H -1.601 1.384 3.971 0.125
H -2.532 2.245 2.706 0.145
H 1.985 2.348 0.840 0.130
H 1.309 3.945 1.454 0.122
H 1.742 4.422 -0.838 0.150
H -0.082 4.081 -0.663 0.123
H 2.467 1.350 -1.252 0.109
H 2.845 2.919 -2.016 0.150
H 2.731 1.017 -3.777 0.106
H 1.329 2.001 -3.969 0.137
H 0.758 -1.640 -3.743 0.136
H 1.587 -0.524 -4.848 0.125
H -0.523 -0.986 -5.853 0.138
H -0.501 0.684 -5.378 0.127
H -2.745 1.116 -4.896 0.133
H -1.712 1.307 -3.429 0.146
H -4.122 -0.531 -3.399 0.132
H -4.385 1.225 -3.269 0.163
H -4.970 -0.352 -1.179 0.120
H -4.463 1.339 -0.593 0.163
H -3.009 -1.274 0.188 0.114
H -4.321 -0.511 1.202 0.123
C 4.099 -3.126 0.990 -0.150
C 3.937 -2.619 2.305 -0.116
C 3.085 -1.575 2.613 -0.052
C 2.313 -0.939 1.621 -0.311
C 2.395 -1.555 0.320 -0.075
C 3.287 -2.599 0.004 -0.161
N 1.466 0.101 1.806 -0.020
N 1.448 0.548 3.040 0.050
C 0.747 1.571 3.410 -0.242
C 0.759 1.745 4.835 -0.073
C 0.190 2.826 5.407 -0.094
C -0.285 3.903 4.474 -0.055
C -0.450 3.662 3.142 -0.060
C -0.328 2.304 2.603 -0.391
H 4.768 -4.013 0.741 0.112
H 4.635 -3.001 3.041 0.091
H 3.053 -1.249 3.660 0.098
H 1.779 -1.177 -0.513 0.073
H 3.239 -2.990 -1.029 0.108
H 1.303 0.979 5.424 0.121
H 0.180 2.969 6.479 0.083
H -0.496 4.917 4.828 0.096
H -0.736 4.372 2.398 0.116
C 1.150 -4.776 0.741 0.004
N 0.054 -4.138 -0.010 -0.120
C -0.457 -4.460 -1.227 -0.049
C -1.363 -3.418 -1.462 -0.133
N -1.356 -2.515 -0.443 0.034
C -0.461 -2.963 0.370 -0.217
H 1.357 -4.206 1.612 0.075
H 2.017 -4.811 0.063 0.084
H 0.883 -5.797 1.018 0.092
H -0.307 -5.365 -1.737 0.098
H -2.034 -3.271 -2.324 0.107
H 0.033 -2.484 1.233 0.134
```

Values from the calculation:
energy above the lowest of the compared OMol25 structures with the same formula, charge and spin: 0.0 kcal per mole
F_max: 2.91 eV/Å

=====

Entry 3:
# C30H82O14

11 unconnected molecules or ions with the total composition C30H82O14 at a distorted geometry (ωB97M-V/def2-TZVPD, the OMol25 dataset).

```
126
Properties=species:S:1:pos:R:3:lowdin_charge:R:1
C 4.660 2.295 -0.715 -0.048
C 3.180 2.653 -0.842 -0.477
C 2.931 3.394 -2.191 -0.025
O 2.577 1.419 -0.871 -0.067
H 5.033 1.669 -1.526 0.100
H 5.126 1.928 0.200 0.066
H 5.123 3.280 -0.784 0.078
H 2.725 3.255 -0.056 0.127
H 1.884 3.696 -2.215 0.079
H 3.100 2.800 -3.089 0.069
H 3.662 4.202 -2.166 0.080
H 3.121 0.836 -0.337 0.070
C -4.325 -2.140 2.288 -0.024
C -4.297 -0.659 1.823 -0.523
C -5.192 0.279 2.703 -0.019
O -3.072 -0.182 1.973 -0.067
H -3.654 -2.685 1.624 0.087
H -5.348 -2.515 2.246 0.082
H -4.069 -2.258 3.341 0.084
H -4.457 -0.783 0.752 0.136
H -4.851 0.133 3.728 0.078
H -6.206 -0.119 2.689 0.076
H -5.120 1.345 2.486 0.071
H -2.671 -0.682 2.688 0.080
C 1.539 -0.289 -5.241 -0.049
C 1.009 0.884 -4.332 -0.371
C -0.471 1.208 -4.713 -0.039
O 0.922 0.264 -3.003 -0.106
H 1.766 0.110 -6.230 0.076
H 0.827 -1.115 -5.237 0.053
H 2.444 -0.780 -4.884 0.063
H 1.742 1.687 -4.253 0.110
H -0.964 0.425 -5.290 0.064
H -0.640 2.068 -5.360 0.072
H -0.934 1.292 -3.729 0.068
H 1.236 0.940 -2.399 0.029
C 4.298 -0.170 2.284 -0.053
C 3.820 1.162 2.757 -0.512
C 2.475 1.177 3.459 -0.041
O 4.710 1.467 3.801 -0.054
H 3.526 -0.601 1.646 0.061
H 4.377 -0.729 3.216 0.092
H 5.280 -0.228 1.814 0.086
H 3.762 1.944 2.000 0.118
H 2.294 0.375 4.175 0.084
H 1.761 0.889 2.688 0.064
H 2.306 2.137 3.947 0.095
H 5.589 1.726 3.514 0.094
C 3.352 -4.705 2.794 -0.054
C 2.541 -3.984 1.751 -0.480
C 1.643 -4.920 0.915 -0.027
O 1.650 -3.238 2.527 -0.078
H 2.692 -5.353 3.371 0.084
H 3.928 -4.025 3.423 0.086
H 4.076 -5.414 2.391 0.085
H 3.176 -3.273 1.222 0.124
H 0.823 -4.311 0.535 0.081
H 1.234 -5.738 1.509 0.084
H 2.121 -5.390 0.055 0.072
H 1.272 -3.911 3.098 0.098
C 2.438 -3.514 -2.966 -0.048
C 3.148 -3.022 -1.784 -0.509
C 4.333 -3.929 -1.437 -0.058
O 3.636 -1.672 -1.890 -0.046
H 1.804 -4.367 -2.724 0.091
H 3.106 -3.804 -3.777 0.094
H 1.762 -2.718 -3.279 0.063
H 2.523 -3.088 -0.893 0.097
H 4.929 -3.692 -0.556 0.075
H 5.042 -3.590 -2.193 0.078
H 4.188 -4.991 -1.637 0.084
H 2.947 -1.038 -2.104 0.053
C -3.734 -2.986 -3.020 -0.066
C -2.257 -3.104 -2.957 -0.486
C -1.466 -1.972 -3.636 -0.040
O -1.935 -3.197 -1.580 -0.058
H -4.303 -3.760 -2.505 0.079
H -4.144 -3.022 -4.029 0.081
H -4.105 -2.120 -2.473 0.081
H -1.873 -3.990 -3.463 0.134
H -1.520 -1.034 -3.083 0.066
H -2.021 -1.721 -4.540 0.077
H -0.473 -2.217 -4.013 0.054
H -1.942 -2.305 -1.226 0.048
C -5.158 3.583 -2.682 -0.052
C -4.422 2.538 -1.764 -0.498
C -5.219 2.266 -0.488 -0.043
O -4.300 1.351 -2.472 -0.045
H -4.674 3.634 -3.657 0.067
H -5.098 4.618 -2.348 0.069
H -6.197 3.345 -2.911 0.072
H -3.433 2.961 -1.592 0.131
H -5.274 3.231 0.016 0.079
H -4.582 1.600 0.093 0.056
H -6.253 1.986 -0.687 0.090
H -3.401 1.070 -2.285 0.066
O -0.294 -1.397 1.932 -0.079
C 0.263 -0.838 0.750 -0.186
C -0.649 0.352 0.155 -0.227
O -1.837 -0.048 -0.393 -0.055
H 0.521 -1.823 2.209 0.028
H 1.317 -0.559 0.772 0.089
H 0.244 -1.658 0.032 0.107
H -0.003 0.899 -0.532 0.087
H -0.796 1.178 0.851 0.109
H -2.429 -0.283 0.325 0.038
O -1.661 -0.365 4.954 -0.065
C -0.849 0.797 4.926 -0.238
C -1.529 2.183 4.980 -0.219
O -2.253 2.482 3.828 -0.062
H -1.141 -1.022 4.484 0.073
H -0.123 0.701 5.733 0.121
H -0.287 0.701 3.997 0.096
H -0.721 2.914 5.026 0.125
H -2.163 2.027 5.852 0.125
H -2.703 1.648 3.671 0.067
O -0.248 3.798 2.573 -0.104
C -0.930 4.785 1.738 -0.182
C -0.268 4.785 0.347 -0.258
O -0.655 5.909 -0.386 -0.074
H -0.939 3.141 2.682 0.017
H -1.973 4.472 1.683 0.118
H -0.930 5.726 2.289 0.117
H -0.604 3.968 -0.292 0.115
H 0.821 4.796 0.301 0.107
H -0.292 6.662 0.086 0.083
```

Values from the calculation:
energy above the lowest of the compared OMol25 structures with the same formula, charge and spin: 0.0 kcal per mole
F_max: 4.67 eV/Å
structure (SMILES): CC(C)O.CC(C)O.CC(C)O.CC(C)O.CC(C)O.CC(C)O.CC(C)O.CC(C)O.OCCO.OCCO.OCCO

=====

Respective LUMO energy values: 0.63 0.21 0.46 eV.